Record 1
The following is a quantum chemistry calculation of a 6-piece molecular cluster, C29H62F3O17 overall in a non-equilibrium geometry, from the Open Molecules 2025 dataset.

Calculated values
2S+1: 1
HOMO: -3.469 eV
Gap between HOMO and LUMO: 5.4 eV
Energy relative to the best compared isomer or geometry (same formula, charge and spin): 353.1 kJ/mol
Maximum force: 4.44 eV/A
Charge: -1
Lowest unoccupied orbital energy: 1.96 eV

XYZ file:
```
111
Properties=species:S:1:pos:R:3:lowdin_charge:R:1
O -21.58 8.47 -15.93 0.03
C -21.91 8.20 -14.65 -0.98
O -21.06 7.61 -14.01 -0.08
O -22.95 8.55 -14.11 -0.04
H -20.77 7.97 -15.93 0.07
C -13.84 0.12 -17.97 -0.13
O -13.74 0.31 -16.60 -0.19
C -13.28 1.58 -16.13 -0.16
C -14.27 2.71 -16.52 -0.21
O -15.46 2.53 -15.82 -0.13
C -16.42 3.58 -15.97 -0.14
C -17.46 3.34 -17.13 -0.22
O -16.92 3.56 -18.39 -0.19
C -17.88 3.33 -19.40 -0.11
H -12.92 0.38 -18.48 0.09
H -14.70 0.65 -18.38 0.08
H -13.94 -0.95 -18.17 0.09
H -12.36 1.80 -16.68 0.11
H -12.95 1.55 -15.09 0.12
H -14.48 2.74 -17.59 0.11
H -13.84 3.69 -16.31 0.12
H -15.93 4.53 -16.14 0.12
H -17.02 3.63 -15.06 0.12
H -18.32 3.98 -16.93 0.13
H -17.75 2.30 -17.03 0.12
H -18.75 3.97 -19.29 0.09
H -18.28 2.31 -19.33 0.09
H -17.36 3.59 -20.32 0.09
C -15.16 9.72 -5.22 -0.11
O -15.40 10.41 -6.42 -0.21
C -14.37 11.27 -6.86 -0.18
C -13.36 10.49 -7.77 -0.16
O -13.81 10.18 -9.08 -0.13
C -14.96 9.44 -9.25 -0.21
C -15.02 8.79 -10.69 -0.16
O -13.83 8.05 -10.93 -0.20
C -13.73 6.72 -10.33 -0.07
H -15.30 10.34 -4.34 0.08
H -14.19 9.22 -5.32 0.08
H -15.93 8.97 -5.07 0.09
H -13.83 11.69 -6.01 0.12
H -14.87 12.08 -7.40 0.13
H -13.01 9.59 -7.26 0.11
H -12.45 11.06 -7.94 0.12
H -15.82 10.09 -9.11 0.12
H -15.08 8.66 -8.50 0.12
H -15.17 9.52 -11.48 0.12
H -15.87 8.10 -10.74 0.12
H -14.68 6.26 -10.61 0.08
H -13.66 6.69 -9.24 0.07
H -12.90 6.11 -10.68 0.08
C -19.11 3.80 -8.36 -0.11
O -19.93 3.33 -9.43 -0.17
C -19.36 2.23 -10.11 -0.20
C -20.39 1.57 -11.05 -0.18
O -21.31 2.44 -11.71 -0.13
C -22.09 1.84 -12.74 -0.19
C -22.85 2.71 -13.73 -0.23
O -23.96 3.25 -13.09 -0.21
C -24.82 4.14 -13.96 -0.02
H -19.58 4.67 -7.90 0.09
H -18.09 4.02 -8.67 0.08
H -18.93 3.09 -7.56 0.07
H -18.94 1.52 -9.39 0.12
H -18.57 2.63 -10.75 0.12
H -21.07 1.01 -10.41 0.12
H -19.97 0.84 -11.75 0.12
H -22.74 1.12 -12.25 0.12
H -21.40 1.25 -13.35 0.11
H -23.34 2.12 -14.50 0.12
H -22.23 3.52 -14.12 0.13
H -25.43 3.51 -14.60 0.07
H -24.20 4.79 -14.58 0.09
H -25.44 4.68 -13.24 0.08
C -21.67 15.84 -14.43 -0.12
O -21.58 14.60 -13.77 -0.18
C -20.45 14.37 -12.84 -0.14
C -20.30 15.43 -11.76 -0.20
O -21.54 15.78 -11.15 -0.12
C -21.61 16.84 -10.27 -0.21
C -21.63 18.22 -10.95 -0.18
O -20.35 18.45 -11.51 -0.21
C -19.41 19.09 -10.65 -0.10
H -22.45 15.77 -15.19 0.09
H -20.72 16.17 -14.85 0.08
H -21.96 16.56 -13.67 0.07
H -19.49 14.38 -13.36 0.12
H -20.57 13.39 -12.38 0.13
H -19.80 16.24 -12.29 0.11
H -19.65 15.09 -10.95 0.13
H -20.76 16.72 -9.59 0.12
H -22.50 16.74 -9.65 0.12
H -21.98 19.02 -10.29 0.12
H -22.31 18.23 -11.80 0.12
H -18.45 19.17 -11.16 0.09
H -19.25 18.58 -9.70 0.08
H -19.72 20.11 -10.45 0.08
C -14.22 9.60 -18.35 -0.05
C -13.56 8.25 -18.53 -0.23
O -12.60 8.43 -19.56 -0.01
C -11.82 7.41 -20.00 -0.30
O -11.87 6.27 -19.49 0.11
C -10.83 7.76 -21.16 -0.59
F -10.92 9.07 -21.43 0.15
F -9.60 7.44 -20.88 0.21
F -11.20 7.16 -22.28 0.18
H -15.13 9.34 -17.81 0.09
H -14.59 9.98 -19.30 0.08
H -13.48 10.27 -17.91 0.09
H -14.25 7.51 -18.94 0.13
H -13.09 7.80 -17.66 0.13
```

=====

Record 2
The following is a quantum chemistry calculation of C29H64NbO7 as an isolated structure in a non-equilibrium geometry, from the Open Molecules 2025 dataset.

Calculated values
2S+1: 1
HOMO: -4.301 eV
Gap between HOMO and LUMO: 5.8 eV
Maximum force: 2.69 eV/A
Charge: -1
Lowest unoccupied orbital energy: 1.53 eV

XYZ file:
```
101
Properties=species:S:1:pos:R:3:lowdin_charge:R:1
C -0.51 3.18 3.14 -0.17
C -1.52 3.32 1.85 -0.26
C -1.15 2.27 0.61 -0.22
C 0.39 2.50 0.09 -0.22
C 1.11 1.18 -0.56 -0.23
C 0.92 -0.21 0.29 -0.26
C 1.43 -0.15 1.85 -0.31
C 1.02 -1.60 2.57 -0.48
Nb -1.20 -1.76 3.12 1.01
H -0.91 3.91 3.99 0.07
H 0.60 3.49 2.93 0.05
H -0.48 2.04 3.51 0.04
H -1.68 4.42 1.48 0.09
H -2.59 2.95 2.23 0.11
H -1.96 2.48 -0.24 0.11
H -1.37 1.20 1.04 0.06
H 1.12 2.96 0.88 0.09
H 0.32 3.30 -0.79 0.11
H 2.28 1.41 -0.59 0.11
H 0.75 1.03 -1.68 0.08
H -0.23 -0.51 0.24 0.06
H 1.50 -1.06 -0.31 0.10
H 2.61 -0.09 1.94 0.10
H 0.92 0.68 2.50 0.06
H 1.31 -2.50 1.85 0.03
H 1.62 -1.78 3.58 0.03
H -1.68 -1.98 1.38 -0.19
H -1.12 -3.58 3.35 -0.17
H -0.86 -1.61 4.91 -0.17
H -1.31 0.05 3.04 -0.17
H -2.98 -1.90 3.57 -0.20
C -6.02 -4.48 6.01 -0.04
C -5.20 -3.93 4.87 -0.51
O -4.00 -4.19 4.78 0.01
C -5.89 -3.05 3.87 -0.05
H -5.39 -5.09 6.66 0.08
H -6.43 -3.66 6.60 0.08
H -6.83 -5.10 5.61 0.08
H -6.30 -2.17 4.36 0.08
H -6.69 -3.62 3.38 0.08
H -5.17 -2.73 3.11 0.05
C -2.27 -1.73 7.83 -0.04
C -1.88 -0.35 8.28 -0.50
O -2.34 0.65 7.73 0.04
C -0.92 -0.23 9.43 -0.04
H -2.97 -1.66 6.99 0.08
H -1.38 -2.27 7.50 0.07
H -2.75 -2.27 8.65 0.08
H 0.03 -0.71 9.17 0.08
H -1.34 -0.70 10.32 0.08
H -0.73 0.82 9.65 0.08
C 0.61 -0.31 -4.18 -0.03
C 1.30 -0.04 -5.49 -0.49
O 1.02 -0.68 -6.50 0.03
C 2.35 1.04 -5.51 -0.03
H -0.12 -1.12 -4.32 0.09
H 1.34 -0.63 -3.43 0.08
H 0.08 0.58 -3.85 0.08
H 3.16 0.78 -4.82 0.09
H 1.90 2.00 -5.23 0.06
H 2.76 1.12 -6.52 0.08
C -0.55 3.98 -7.41 -0.02
C 0.67 4.62 -6.80 -0.48
O 1.18 4.17 -5.77 0.04
C 1.24 5.84 -7.48 -0.04
H -0.84 3.12 -6.81 0.08
H -1.37 4.69 -7.44 0.09
H -0.31 3.64 -8.43 0.09
H 0.49 6.63 -7.51 0.08
H 1.55 5.58 -8.50 0.08
H 2.11 6.19 -6.93 0.09
C 0.68 -6.00 6.53 -0.03
C 1.49 -5.33 5.46 -0.49
O 1.23 -4.20 5.06 0.01
C 2.65 -6.11 4.88 -0.03
H -0.12 -5.32 6.86 0.08
H 0.23 -6.91 6.15 0.08
H 1.32 -6.22 7.39 0.08
H 2.28 -7.03 4.41 0.08
H 3.37 -6.34 5.66 0.08
H 3.14 -5.50 4.11 0.08
C 2.36 -5.92 -0.54 -0.03
C 3.57 -5.28 0.08 -0.49
O 4.08 -5.73 1.10 0.04
C 4.14 -4.06 -0.61 -0.03
H 2.06 -6.78 0.06 0.08
H 1.53 -5.20 -0.56 0.09
H 2.59 -6.26 -1.55 0.08
H 3.39 -3.27 -0.63 0.08
H 4.45 -4.32 -1.62 0.08
H 5.01 -3.71 -0.05 0.08
C 2.18 8.58 -11.24 -0.02
C 0.86 7.87 -11.04 -0.48
O 0.56 7.37 -9.96 0.04
C -0.06 7.78 -12.22 -0.03
H 2.74 8.56 -10.30 0.09
H 2.76 8.07 -12.01 0.09
H 2.00 9.62 -11.52 0.09
H 0.42 7.24 -13.04 0.09
H -0.34 8.79 -12.55 0.09
H -0.97 7.24 -11.93 0.09
```

=====

Record 3
The following is a quantum chemistry calculation of C29H65AsBrClCsN5O6Si5 as an isolated structure in a non-equilibrium geometry, from the Open Molecules 2025 dataset.

Calculated values
2S+1: 1
HOMO (spin up / spin down): -1.725 / -2.228 eV
Gap between HOMO and LUMO (spin up / spin down): 5.0 / 5.5 eV
Energy relative to the best compared isomer or geometry (same formula, charge and spin): 58.2 kJ/mol
Maximum force: 1.63 eV/A
Charge: -2
Lowest unoccupied orbital energy (spin up / spin down): 3.25 / 3.24 eV

XYZ file:
```
114
Properties=species:S:1:pos:R:3:lowdin_charge:R:1
Cs 1.22 -0.90 -0.03 1.30
O 3.09 -2.38 1.23 -0.55
Cl 2.20 -2.70 2.33 0.55
O 2.97 -3.02 3.49 -0.33
O 1.35 -3.78 1.94 -0.35
O 1.37 -1.54 2.59 -0.61
N -0.21 -0.16 -3.47 0.07
C 0.13 1.24 -3.21 -0.34
C -0.91 2.26 -3.66 -0.16
C -0.52 3.71 -3.41 -0.17
C 0.57 4.29 -4.33 -0.21
N 1.94 4.18 -3.84 0.00
C 2.72 3.07 -4.22 -0.51
N 3.42 3.22 -5.44 0.07
N 3.47 2.53 -3.17 0.11
C 0.34 1.30 -1.69 -0.81
O 1.51 1.54 -1.27 -0.26
O -0.65 1.01 -0.99 -0.17
H -0.36 -0.36 -4.45 0.07
H -1.03 -0.42 -2.94 0.07
H 1.07 1.45 -3.70 0.11
H -1.84 2.03 -3.13 0.11
H -1.11 2.11 -4.73 0.11
H -0.19 3.84 -2.37 0.10
H -1.42 4.33 -3.50 0.10
H 0.35 5.34 -4.52 0.09
H 0.52 3.79 -5.30 0.11
H 2.03 4.36 -2.85 0.08
H 3.15 4.07 -5.92 0.06
H 3.32 2.43 -6.05 0.06
H 2.91 2.02 -2.50 0.04
H 4.30 2.05 -3.48 0.07
C 0.71 5.30 2.67 -0.22
Si 0.60 3.93 1.38 0.27
C 1.79 4.43 0.02 -0.21
C -1.14 3.86 0.73 -0.21
As 1.11 1.79 2.23 0.81
Si 3.45 1.90 2.56 0.27
C 4.03 3.59 3.13 -0.23
C 4.02 0.67 3.85 -0.21
C 4.19 1.41 0.91 -0.21
Si 0.23 1.76 4.40 0.25
C 0.47 3.25 5.53 -0.22
C 0.93 0.31 5.36 -0.22
C -1.62 1.55 4.18 -0.23
H 0.37 6.24 2.20 0.03
H 1.75 5.46 2.97 0.01
H 0.10 5.14 3.56 0.00
H 1.33 5.27 -0.52 0.03
H 1.97 3.61 -0.68 0.00
H 2.75 4.78 0.42 0.02
H -1.37 4.77 0.15 0.03
H -1.87 3.80 1.55 0.02
H -1.27 2.98 0.08 0.01
H 3.51 3.88 4.05 0.01
H 3.89 4.37 2.38 0.01
H 5.11 3.54 3.36 0.03
H 3.82 1.02 4.87 0.02
H 5.11 0.57 3.75 0.04
H 3.58 -0.33 3.73 0.02
H 3.58 1.72 0.06 0.00
H 4.30 0.32 0.88 0.03
H 5.20 1.84 0.79 0.03
H 1.50 3.63 5.52 0.02
H 0.25 2.93 6.56 0.03
H -0.20 4.09 5.30 0.01
H 1.89 0.58 5.81 0.02
H 1.06 -0.60 4.78 0.01
H 0.24 0.10 6.19 0.03
H -2.07 2.47 3.77 0.02
H -2.11 1.35 5.14 0.03
H -1.86 0.73 3.50 0.01
C -4.28 -1.80 3.24 -0.17
Si -2.71 -2.83 3.13 0.50
C -1.53 -2.39 4.51 -0.16
C -3.17 -4.64 3.20 -0.17
C -1.85 -2.50 1.49 -0.26
H -4.81 -2.03 4.17 0.03
H -4.94 -2.02 2.40 0.03
H -4.05 -0.73 3.23 0.02
H -1.82 -2.89 5.44 0.03
H -1.52 -1.31 4.70 0.01
H -0.51 -2.70 4.26 0.03
H -3.79 -4.83 4.09 0.03
H -2.28 -5.28 3.26 0.04
H -3.74 -4.93 2.31 0.02
H -0.87 -3.00 1.53 0.06
H -1.65 -1.43 1.37 0.08
Br 3.01 -6.26 -8.35 -0.61
C 1.98 -4.74 -5.97 -0.14
C 2.56 -4.90 -4.73 -0.11
C 1.79 -4.50 -3.63 -0.18
N 0.56 -4.00 -3.72 0.04
C 0.06 -3.84 -4.94 -0.19
C 0.72 -4.20 -6.12 -0.12
H 3.55 -5.31 -4.60 0.09
H 2.21 -4.61 -2.63 0.10
H -0.94 -3.41 -5.00 0.08
H 0.26 -4.06 -7.08 0.09
C -4.69 -5.96 -1.46 -0.19
Si -4.36 -4.16 -1.84 0.42
C -3.43 -3.99 -3.44 -0.19
C -5.99 -3.24 -1.91 -0.20
C -3.33 -3.43 -0.52 -0.06
C -2.63 -2.98 0.36 -0.16
H -5.27 -6.41 -2.28 0.03
H -5.25 -6.08 -0.53 0.02
H -3.75 -6.51 -1.37 0.03
H -3.94 -4.48 -4.28 0.03
H -2.43 -4.43 -3.34 0.03
H -3.29 -2.93 -3.70 0.03
H -6.63 -3.64 -2.70 0.02
H -5.82 -2.18 -2.10 0.03
H -6.53 -3.33 -0.96 0.02
```

=====

Record 4
The following is a quantum chemistry calculation of a 6-piece molecular cluster, C29H66I2N2O8P overall in a non-equilibrium geometry, from the Open Molecules 2025 dataset.

Calculated values
2S+1: 1
HOMO: -11.149 eV
Gap between HOMO and LUMO: 7.5 eV
Maximum force: 1.90 eV/A
Charge: +1
Lowest unoccupied orbital energy: -3.60 eV

XYZ file:
```
108
Properties=species:S:1:pos:R:3:lowdin_charge:R:1
C 1.16 4.66 1.64 -0.08
C 1.34 3.88 2.92 -0.24
N 1.67 2.44 2.73 -0.11
P 0.74 1.40 1.90 0.68
O 1.49 0.01 1.95 -0.12
C 0.60 1.84 0.18 -0.80
I -1.28 2.00 -0.72 1.15
C 1.68 2.05 -0.59 -0.82
C 1.59 2.38 -2.05 -0.21
I 3.67 1.94 0.04 1.05
N -0.69 1.08 2.72 -0.01
C -1.39 2.23 3.36 -0.48
C -2.30 3.12 2.60 -0.01
O -1.18 2.38 4.52 0.16
C -1.51 0.05 2.14 -0.54
C -2.84 -0.18 2.80 0.04
O -1.13 -0.63 1.22 0.04
H 0.29 4.37 1.06 0.04
H 2.06 4.59 1.02 0.06
H 1.04 5.71 1.90 0.09
H 2.19 4.31 3.45 0.13
H 0.50 4.03 3.60 0.10
H 1.94 2.02 3.62 0.13
H 2.43 0.10 2.17 0.08
H 1.06 3.32 -2.21 0.08
H 1.06 1.57 -2.56 0.07
H 2.57 2.43 -2.51 0.05
H -1.79 3.65 1.80 0.04
H -3.13 2.59 2.14 0.08
H -2.69 3.85 3.31 0.11
H -3.60 0.46 2.38 0.09
H -2.78 -0.01 3.88 0.10
H -3.10 -1.22 2.63 0.09
C -3.37 -4.40 5.69 -0.08
C -1.96 -4.94 5.81 -0.28
O -1.47 -5.54 4.62 -0.15
C -1.40 -4.71 3.48 -0.28
C -0.51 -3.49 3.64 -0.07
H -4.06 -5.19 5.39 0.08
H -3.70 -4.00 6.66 0.08
H -3.45 -3.59 4.96 0.06
H -1.93 -5.73 6.56 0.12
H -1.27 -4.15 6.15 0.11
H -2.41 -4.40 3.17 0.10
H -1.01 -5.34 2.68 0.12
H -0.86 -2.82 4.43 0.06
H -0.47 -2.93 2.71 0.06
H 0.51 -3.80 3.90 0.07
C 3.91 -4.26 2.34 -0.08
C 5.22 -4.86 2.82 -0.28
O 5.37 -4.85 4.23 -0.16
C 4.41 -5.58 4.97 -0.28
C 4.35 -7.06 4.63 -0.08
H 3.80 -3.23 2.71 0.07
H 3.88 -4.25 1.25 0.08
H 3.05 -4.83 2.69 0.06
H 6.05 -4.26 2.45 0.12
H 5.35 -5.87 2.42 0.11
H 3.42 -5.12 4.86 0.10
H 4.70 -5.46 6.01 0.12
H 4.05 -7.23 3.59 0.07
H 3.62 -7.56 5.27 0.08
H 5.32 -7.53 4.78 0.08
C -1.14 4.30 -7.20 -0.07
C 0.10 3.59 -6.69 -0.27
O 0.13 3.42 -5.28 -0.17
C -0.92 2.66 -4.72 -0.30
C -1.00 1.23 -5.21 -0.07
H -1.25 5.28 -6.73 0.08
H -1.07 4.45 -8.28 0.08
H -2.05 3.73 -7.01 0.07
H 0.98 4.20 -6.92 0.11
H 0.23 2.63 -7.21 0.11
H -1.89 3.17 -4.86 0.11
H -0.71 2.67 -3.65 0.03
H -1.21 1.17 -6.28 0.07
H -1.79 0.69 -4.69 0.08
H -0.05 0.71 -5.04 0.08
C -3.40 -4.08 -0.28 -0.08
C -4.79 -4.47 -0.75 -0.29
O -4.82 -5.59 -1.60 -0.16
C -4.32 -6.80 -1.05 -0.28
C -5.06 -7.28 0.19 -0.08
H -2.74 -3.89 -1.13 0.08
H -3.44 -3.17 0.33 0.06
H -2.94 -4.86 0.33 0.06
H -5.21 -3.66 -1.35 0.12
H -5.46 -4.61 0.11 0.11
H -3.25 -6.72 -0.85 0.11
H -4.43 -7.54 -1.85 0.12
H -4.97 -6.58 1.02 0.06
H -4.66 -8.24 0.52 0.08
H -6.13 -7.40 -0.03 0.08
C 2.21 6.89 -3.81 -0.07
C 1.71 6.75 -5.23 -0.29
O 1.42 7.97 -5.87 -0.15
C 2.49 8.88 -6.01 -0.28
C 3.66 8.35 -6.82 -0.08
H 1.49 7.43 -3.20 0.08
H 2.37 5.90 -3.37 0.06
H 3.16 7.43 -3.75 0.07
H 0.77 6.19 -5.23 0.10
H 2.42 6.16 -5.83 0.11
H 2.84 9.23 -5.03 0.11
H 2.07 9.75 -6.51 0.12
H 4.13 7.48 -6.34 0.06
H 4.42 9.12 -6.93 0.08
H 3.33 8.04 -7.81 0.08
```